# C66H54Cl2F15GeKN4SSi3Te

A structure of composition C66H54Cl2F15GeKN4SSi3Te in a non-equilibrium geometry (ωB97M-V/def2-TZVPD, the Open Molecules 2025 dataset).

Values from the calculation:
HOMO energy: -2.3 eV
total energy: -9396.46481 hartree
orbital gap: 0.2046 hartree
strongest force on any atom: 1.00 eV/A
net charge: -2
spin multiplicity: 1
LUMO: 3.314 eV

```
148
Properties=species:S:1:pos:R:3:forces:R:3
K 0.700 -0.564 -0.088 -0.2 0.0 -0.4
Cl 0.392 -0.088 3.026 -0.2 0.2 0.1
C -1.325 0.336 2.921 0.2 -0.3 -0.1
Cl -2.133 -0.654 1.664 -0.1 0.3 0.1
H -1.399 1.357 2.586 0.0 0.3 -0.1
H -1.806 0.150 3.873 0.0 -0.1 0.0
C 3.600 -4.186 1.684 -0.1 0.2 -0.1
C 4.889 -3.735 1.400 -0.1 0.1 0.0
C 5.074 -2.408 1.040 0.0 0.0 0.0
C 3.977 -1.528 0.986 0.0 0.1 0.1
C 2.644 -1.947 1.187 0.1 -0.5 0.3
C 2.519 -3.314 1.536 0.4 0.1 0.0
C 4.235 -0.069 0.770 -0.1 0.0 -0.1
C 5.511 0.492 1.110 -0.1 -0.2 0.0
C 5.755 1.814 0.938 0.0 0.1 0.0
C 4.737 2.656 0.429 0.0 -0.2 -0.3
C 4.896 4.053 0.258 0.1 0.0 -0.8
C 3.861 4.818 -0.207 0.3 -0.2 -0.4
C 2.625 4.205 -0.528 0.1 -0.2 -0.5
C 2.452 2.860 -0.361 0.1 0.0 -0.6
C 3.503 2.044 0.126 0.2 -0.3 0.0
N 3.268 0.701 0.300 0.3 0.4 0.0
H 3.445 -5.216 2.006 0.0 0.1 -0.1
H 5.737 -4.409 1.457 0.0 0.0 0.0
H 6.080 -2.077 0.780 -0.1 0.0 0.1
H 1.524 -3.734 1.710 0.1 0.0 0.0
H 6.270 -0.150 1.535 0.0 0.0 0.0
H 6.716 2.243 1.205 0.0 0.0 0.0
H 5.845 4.510 0.527 -0.1 -0.1 0.0
H 3.975 5.891 -0.316 0.0 0.0 0.0
H 1.805 4.810 -0.903 0.1 -0.1 0.1
H 1.496 2.404 -0.580 0.0 0.0 0.0
C -2.174 -0.217 -2.135 -0.1 0.2 0.1
Si -1.611 -1.567 -3.338 -0.1 0.3 -0.1
C -0.540 -0.649 -4.596 0.2 0.1 -0.2
C -3.173 -1.971 -4.338 -0.3 0.0 -0.1
C -0.866 -2.987 -2.546 0.0 0.1 0.1
Si -2.001 -4.133 -1.781 -0.1 -0.2 0.3
C -1.207 -5.259 -0.491 0.0 -0.3 0.2
C -2.849 -5.340 -2.968 -0.2 -0.2 -0.2
C -3.420 -3.292 -0.861 -0.3 0.2 0.1
Si 0.631 -3.638 -3.213 0.4 -0.1 -0.2
C 1.482 -5.030 -2.270 0.1 -0.3 0.2
C 0.508 -4.344 -4.979 0.1 0.0 -0.3
C 2.032 -2.333 -3.359 0.2 0.3 0.1
C 3.143 -2.529 -4.192 0.0 0.1 0.1
C 4.152 -1.576 -4.257 -0.1 0.0 0.0
C 4.027 -0.415 -3.505 0.0 -0.2 -0.1
C 2.898 -0.283 -2.715 -0.2 0.0 0.1
N 1.936 -1.207 -2.619 0.3 0.0 -0.2
H -2.895 0.466 -2.614 0.2 -0.1 0.1
H -1.328 0.399 -1.790 -0.2 -0.1 -0.1
H -2.660 -0.648 -1.250 0.1 0.1 -0.2
H -1.097 0.216 -4.994 0.1 -0.2 0.1
H -0.253 -1.291 -5.443 -0.1 0.2 0.2
H 0.377 -0.275 -4.127 -0.2 0.0 -0.2
H -3.540 -1.075 -4.864 0.0 -0.2 0.1
H -3.988 -2.342 -3.697 0.2 0.1 -0.2
H -2.960 -2.747 -5.087 0.0 0.1 0.1
H -0.576 -6.035 -0.946 -0.2 0.2 0.2
H -1.985 -5.757 0.113 0.1 0.1 -0.1
H -0.577 -4.664 0.178 0.0 -0.1 0.0
H -2.095 -5.917 -3.525 -0.2 0.1 0.1
H -3.459 -4.795 -3.704 0.1 -0.1 0.1
H -3.503 -6.053 -2.440 0.1 0.1 -0.1
H -3.035 -2.713 -0.008 -0.1 -0.1 -0.1
H -4.128 -4.036 -0.463 0.1 0.1 -0.1
H -3.979 -2.600 -1.509 0.1 -0.2 0.2
H 0.922 -5.973 -2.374 0.2 0.2 0.0
H 1.589 -4.805 -1.198 0.0 -0.1 -0.3
H 2.488 -5.189 -2.685 -0.1 0.0 0.1
H -0.415 -4.937 -5.056 0.2 0.1 0.0
H 1.356 -4.996 -5.244 -0.2 0.1 0.0
H 0.448 -3.538 -5.727 0.0 -0.2 0.2
H 3.211 -3.439 -4.782 0.0 0.1 0.0
H 5.019 -1.733 -4.889 0.0 0.0 0.0
H 4.783 0.363 -3.523 -0.1 0.0 0.0
H 2.744 0.620 -2.130 0.0 -0.1 0.0
N -1.394 4.757 -7.542 -0.1 0.2 -0.3
C -0.969 4.271 -6.595 0.3 -0.4 0.7
C -0.408 3.658 -5.398 -0.2 0.3 -0.5
C 0.873 3.134 -5.426 0.3 -0.1 -0.1
C 1.372 2.561 -4.265 -0.1 0.0 0.0
N 0.680 2.497 -3.130 -0.1 0.0 0.0
C -0.551 3.005 -3.115 0.0 0.0 0.0
C -1.139 3.595 -4.227 -0.2 0.0 0.2
H 1.463 3.167 -6.332 0.0 0.0 0.0
H 2.368 2.127 -4.249 -0.1 0.0 0.0
H -1.085 2.950 -2.167 0.1 0.0 -0.1
H -2.146 3.989 -4.181 0.0 0.0 0.0
Te -1.095 -3.341 3.130 0.0 -0.3 0.2
C -3.158 -3.809 3.288 -0.1 0.0 0.0
C -3.645 -5.056 2.903 0.0 0.0 0.0
C -5.006 -5.332 2.966 0.1 0.1 0.0
C -5.900 -4.361 3.403 0.1 0.1 0.0
C -5.420 -3.115 3.793 0.1 -0.1 0.0
C -4.056 -2.844 3.743 -0.1 -0.1 0.0
C -0.470 -5.177 3.994 0.1 -0.1 0.1
C -0.266 -6.302 3.194 0.0 0.0 0.1
C 0.186 -7.493 3.757 0.0 0.1 0.1
C 0.453 -7.565 5.120 0.0 0.1 -0.1
C 0.264 -6.444 5.922 0.0 0.0 -0.1
C -0.193 -5.254 5.361 0.0 -0.2 -0.1
H -2.959 -5.818 2.548 0.0 0.1 0.0
H -5.370 -6.305 2.656 0.0 0.0 0.0
H -6.962 -4.570 3.431 0.0 0.0 0.0
H -6.107 -2.350 4.139 0.0 0.0 0.0
H -3.693 -1.874 4.061 0.0 0.0 0.0
H -0.448 -6.243 2.124 0.0 0.0 0.1
H 0.338 -8.363 3.127 0.0 0.1 0.0
H 0.818 -8.490 5.554 0.0 0.1 0.0
H 0.478 -6.492 6.984 0.0 0.0 0.0
H -0.332 -4.379 5.985 0.0 0.0 0.0
F 0.323 6.814 -0.510 0.1 0.0 0.1
C -1.012 6.712 -0.615 -0.1 0.0 0.2
C -1.748 5.995 0.310 0.0 -0.2 -0.1
C -3.109 5.912 0.055 0.1 0.0 0.0
F -3.906 5.171 0.833 0.0 -0.1 0.1
C -3.713 6.545 -1.012 0.0 -0.1 0.1
F -5.030 6.463 -1.210 -0.2 0.0 0.0
C -2.939 7.265 -1.895 0.0 0.0 0.0
F -3.505 7.878 -2.931 -0.1 0.2 -0.2
C -1.581 7.347 -1.702 0.1 0.0 0.0
F -0.833 8.038 -2.566 0.1 0.1 -0.1
Ge -0.940 4.642 1.551 0.0 0.4 -0.2
S -1.144 2.856 0.459 0.0 -0.2 0.3
C 0.853 5.330 2.079 0.0 -0.2 -0.2
C 1.969 4.512 2.172 -0.2 0.2 0.4
F 1.872 3.204 1.993 -0.3 -0.1 0.8
C 3.225 5.014 2.465 -0.3 -0.1 0.5
F 4.283 4.216 2.565 -0.1 0.1 1.0
C 3.380 6.364 2.668 -0.1 -0.1 0.1
F 4.582 6.861 2.931 0.4 0.2 0.1
C 2.291 7.205 2.613 -0.2 0.1 -0.1
F 2.454 8.513 2.837 0.0 0.2 0.0
C 1.050 6.674 2.330 0.1 0.0 0.1
F 0.012 7.530 2.313 -0.1 0.0 -0.1
C -1.822 4.851 3.340 0.0 -0.2 -0.2
C -1.385 4.003 4.341 -0.1 0.1 0.1
F -0.346 3.192 4.124 0.2 -0.2 -0.1
C -1.957 3.954 5.599 0.2 -0.1 -0.3
F -1.504 3.126 6.535 0.1 -0.3 0.2
C -3.013 4.787 5.879 0.0 0.0 0.0
F -3.593 4.749 7.068 -0.2 0.0 0.6
C -3.450 5.675 4.932 0.0 0.2 -0.3
F -4.448 6.509 5.229 -0.2 0.2 0.1
C -2.846 5.707 3.688 0.0 0.1 0.0
F -3.285 6.649 2.846 0.0 0.1 0.0
```
Forces are in eV/Å.

Results of the Löwdin charge analysis, in e, for atoms 1 through 6: K 0.443; Cl 0.517; C -0.978; Cl 0.495; H -0.076; H 0.027